No. 1
119
Properties=species:S:1:pos:R:3:forces:R:3:mulliken_charge:R:1 method="wB97M-V/def2-TZVPD" smiles="C=Cc1cccc2c1Sc1ccc(CCCCCCCCCCCCCCCCCCCC)cc1N2.COCCOC.COCCOC" charge=0
C -6.180 4.140 4.350 -0.39 0.35 -0.24 -0.87
C -6.636 4.475 3.144 0.73 -0.04 -0.26 -0.59
C -5.690 4.647 2.000 -1.03 -0.61 0.28 0.65
C -4.505 5.347 2.116 -0.12 0.19 0.86 -0.08
C -3.649 5.486 1.047 0.34 0.27 0.35 -1.00
C -4.000 4.940 -0.165 0.83 -0.04 -1.02 -0.19
C -5.174 4.241 -0.326 -0.13 0.08 0.08 -0.42
C -6.006 4.088 0.770 -0.59 -0.58 -0.73 0.50
S -7.484 3.119 0.479 -0.01 -0.20 0.23 -0.35
C -6.791 1.851 -0.584 -0.13 1.17 0.67 0.67
C -7.137 0.520 -0.482 -0.37 0.16 0.36 -0.83
C -6.518 -0.368 -1.329 -0.13 -0.72 0.09 -0.75
C -5.565 0.043 -2.243 0.24 -0.67 -1.03 0.57
C -4.891 -1.017 -3.119 0.72 0.65 1.34 -0.48
C -3.438 -0.633 -3.471 0.01 -0.70 -0.66 -0.84
C -2.695 -1.911 -3.943 -0.71 -0.12 0.66 -0.89
C -2.204 -2.764 -2.732 0.37 -0.16 -0.59 -0.67
C -0.774 -3.293 -2.977 0.27 0.30 0.42 -0.88
C -0.008 -3.689 -1.682 -0.38 -0.86 -0.32 -0.33
C 0.421 -5.185 -1.670 0.48 0.07 0.27 -1.21
C 1.935 -5.387 -1.886 -0.21 0.38 -0.02 -0.77
C 2.845 -4.700 -0.831 -0.22 -1.06 -0.14 -0.21
C 2.334 -4.751 0.619 0.59 1.27 0.60 -0.88
C 3.111 -3.686 1.447 0.27 0.01 -0.51 -0.73
C 4.580 -4.108 1.743 -0.78 0.00 0.66 -0.21
C 4.966 -4.011 3.232 0.25 0.50 -0.28 -1.22
C 4.717 -2.616 3.884 0.43 -0.76 0.81 -0.48
C 6.018 -1.957 4.435 -0.56 1.25 0.40 -1.03
C 6.240 -0.542 3.825 0.05 -1.62 -0.97 -0.98
C 6.574 -0.697 2.306 -0.48 0.36 0.04 -0.55
C 5.367 -0.341 1.383 1.02 0.38 0.23 0.28
C 5.847 0.161 -0.003 -0.55 -0.67 -0.05 -1.00
C 5.817 -0.963 -1.080 0.00 0.32 0.16 -0.48
C -5.244 1.383 -2.342 0.11 0.23 -0.08 -0.06
C -5.860 2.288 -1.503 0.39 0.22 -0.33 -0.63
N -5.516 3.685 -1.603 -0.30 -0.15 -0.05 -0.39
H -6.830 4.211 5.219 0.20 -0.48 -0.08 0.31
H -5.136 3.843 4.441 -0.18 0.27 0.32 0.28
H -7.691 4.619 2.913 0.17 0.21 0.35 0.35
H -4.289 5.782 3.091 0.14 -0.01 -0.24 0.44
H -2.714 6.020 1.192 -0.11 -0.06 -0.22 0.40
H -3.352 5.015 -1.036 -0.07 0.09 0.19 0.42
H -7.875 0.232 0.262 0.16 -0.17 -0.14 0.42
H -6.731 -1.436 -1.282 -0.11 0.21 0.11 0.40
H -4.812 -1.905 -2.474 -0.24 -0.04 -0.37 0.26
H -5.484 -1.270 -4.004 0.16 0.09 0.06 0.29
H -2.893 -0.251 -2.598 -0.35 0.14 -0.07 0.43
H -3.435 0.151 -4.239 0.10 -0.17 0.07 0.44
H -3.440 -2.532 -4.461 0.36 0.21 -0.39 0.29
H -1.865 -1.689 -4.622 -0.15 -0.01 0.12 0.55
H -2.867 -3.629 -2.590 0.07 0.23 0.11 0.22
H -2.238 -2.184 -1.799 0.09 0.01 -0.22 0.47
H -0.208 -2.508 -3.497 -0.10 -0.16 0.04 0.38
H -0.807 -4.161 -3.649 -0.04 0.26 0.00 0.33
H 0.887 -3.067 -1.564 -0.28 0.01 0.11 0.24
H -0.671 -3.533 -0.822 0.22 0.23 -0.10 0.34
H -0.111 -5.750 -2.446 -0.01 0.16 0.16 0.60
H 0.163 -5.650 -0.709 -0.09 0.08 -0.21 0.42
H 2.187 -4.943 -2.862 0.05 -0.35 0.09 0.20
H 2.140 -6.465 -1.928 0.03 0.20 -0.04 0.42
H 3.805 -5.238 -0.845 -0.06 0.33 -0.11 0.41
H 3.062 -3.674 -1.156 -0.16 -0.09 0.30 0.24
H 1.274 -4.489 0.717 0.11 -0.28 -0.25 0.29
H 2.524 -5.717 1.106 -0.31 -0.04 -0.35 0.30
H 2.569 -3.391 2.355 0.14 -0.30 -0.08 0.59
H 3.155 -2.785 0.815 -0.21 -0.04 0.28 0.24
H 4.671 -5.163 1.448 0.37 0.30 -0.18 0.61
H 5.256 -3.467 1.166 0.06 -0.39 -0.04 -0.11
H 4.471 -4.792 3.824 -0.04 0.10 -0.24 0.29
H 6.045 -4.208 3.302 -0.24 -0.16 0.03 0.48
H 4.157 -1.932 3.241 0.21 -0.14 -0.06 0.42
H 4.082 -2.791 4.764 -0.07 0.15 -0.30 0.50
H 6.894 -2.599 4.297 -0.11 0.15 -0.08 0.42
H 5.899 -1.788 5.516 0.11 -0.34 -0.16 0.37
H 7.035 0.002 4.343 -0.24 -0.02 0.02 0.34
H 5.274 -0.026 3.893 0.38 0.26 0.29 0.41
H 7.422 -0.045 2.058 -0.23 -0.05 -0.04 0.60
H 6.897 -1.721 2.065 0.04 0.17 0.23 0.28
H 4.719 -1.216 1.267 0.03 0.21 -0.02 -0.61
H 4.780 0.430 1.900 0.08 -0.07 -0.24 0.53
H 5.194 0.992 -0.297 0.26 -0.11 -0.13 0.36
H 6.877 0.528 0.063 -0.29 0.20 0.14 0.32
H 5.173 -0.677 -1.918 0.19 -0.17 0.05 0.33
H 6.824 -1.165 -1.458 -0.24 -0.04 -0.08 0.22
H 5.429 -1.902 -0.665 0.07 0.17 -0.12 -0.04
H -4.525 1.779 -3.055 -0.05 -0.20 0.10 0.36
H -6.362 4.149 -1.943 0.19 0.17 0.04 0.34
C 8.003 -6.168 -4.560 -0.02 -0.03 -0.07 -0.69
O 6.735 -6.018 -5.173 0.10 0.10 0.15 -0.40
C 5.685 -5.826 -4.235 -0.11 -0.05 -0.37 -0.54
C 5.274 -4.372 -4.147 -0.01 0.01 0.42 -0.23
O 6.307 -3.568 -3.595 0.07 -0.05 -0.21 -0.24
C 7.019 -2.837 -4.579 -0.02 0.06 0.09 -0.93
H 8.763 -6.091 -5.337 -0.06 -0.04 -0.04 0.25
H 8.186 -5.392 -3.814 -0.02 -0.02 0.02 0.27
H 8.079 -7.154 -4.089 0.06 0.02 0.07 0.33
H 5.973 -6.205 -3.249 0.01 0.07 0.03 0.35
H 4.830 -6.413 -4.586 -0.03 0.01 0.05 0.37
H 4.413 -4.293 -3.475 -0.02 -0.02 -0.04 0.00
H 4.972 -3.996 -5.130 0.04 -0.05 -0.02 0.39
H 6.406 -2.009 -4.950 0.04 0.00 -0.08 0.32
H 7.320 -3.472 -5.416 -0.02 0.00 -0.01 0.41
H 7.913 -2.428 -4.110 -0.05 0.00 0.06 0.26
C -8.158 9.037 2.642 -0.05 -0.05 0.05 -0.72
O -7.686 8.436 3.835 0.07 0.13 -0.13 -0.43
C -6.336 8.001 3.739 -0.19 -0.04 0.35 -0.08
C -5.392 8.964 4.427 0.22 0.02 -0.34 -0.66
O -5.340 10.216 3.758 -0.18 0.01 0.10 -0.39
C -6.109 11.217 4.403 0.08 0.02 -0.03 -0.71
H -9.104 9.529 2.865 -0.01 -0.06 0.05 0.26
H -7.457 9.783 2.260 0.02 -0.03 -0.02 0.33
H -8.331 8.271 1.878 0.02 0.06 -0.08 0.29
H -6.051 7.857 2.692 0.04 0.05 0.00 0.42
H -6.277 7.031 4.240 0.05 -0.01 -0.03 0.14
H -4.381 8.544 4.396 -0.01 -0.03 0.05 0.36
H -5.672 9.094 5.477 -0.05 -0.01 -0.02 0.36
H -5.604 11.549 5.318 -0.08 0.02 0.04 0.32
H -7.112 10.862 4.649 0.01 -0.02 0.02 0.32
H -6.194 12.064 3.724 0.07 -0.03 -0.02 0.25

---

No. 2
10
Properties=species:S:1:pos:R:3:forces:R:3:mulliken_charge:R:1 method="wB97M-V/def2-TZVPD" smiles="S=CC(S)C=S" charge=0
C 0.030 -0.584 -0.283 1.34 1.32 -1.25 0.16
C 0.960 0.659 -0.562 3.23 -3.57 -1.98 -0.37
C -1.172 0.180 -0.082 -6.02 0.12 0.97 -0.43
H 0.239 -0.313 2.100 -0.09 0.03 -0.08 0.15
H -0.053 -1.316 -1.148 0.34 0.71 1.43 0.39
H 1.006 1.211 0.339 0.03 1.38 0.48 0.30
H -1.027 1.240 0.387 -0.55 -1.97 -0.84 0.24
S 0.644 -1.318 1.309 -0.17 -0.16 -0.68 -0.11
S 2.176 0.646 -1.706 -2.14 0.52 1.46 -0.17
S -2.802 -0.405 -0.354 4.02 1.60 0.50 -0.16

---

no.,frontier orbital gap (Ha)
1,0.33025
2,0.26764